[1]
Computed, not measured: a 2-piece molecular cluster, C3H4ClI overall, with ωB97M-V/def2-TZVPD.

Values from the calculation:
* Kohn-Sham gap (alpha / beta): 8.200 / 8.129 eV
* multiplicity: 1
* F_max: 6.12 eV/A
* relative energy (zero: lowest compared OMol25 entry of this formula, charge and spin): 3.437 eV

Cartesian coordinates (Å):
1 I 2.327 -1.207 -0.558
2 Cl 2.067 2.377 0.046
3 C 0.738 0.077 -0.181
4 C -1.373 -1.109 0.021
5 C 0.694 1.326 0.187
6 H -1.557 -0.764 -1.073
7 H -0.243 1.886 0.597
8 H -1.113 -2.103 0.069
9 H -1.539 -0.484 0.892

=====

[2]
Computed, not measured: C3H4ClI as an isolated structure, with ωB97M-V/def2-TZVPD.

Values from the calculation:
* Kohn-Sham gap (alpha / beta): 7.954 / 6.267 eV
* multiplicity: 3
* <S²>: 2.01
* F_max: 3.01 eV/A
* relative energy (zero: lowest compared OMol25 entry of this formula, charge and spin): 0.000 eV

Cartesian coordinates (Å):
1 I 3.657 -0.660 0.048
2 Cl 2.602 2.753 -0.093
3 C 0.994 0.444 -0.234
4 C 1.213 1.721 -0.181
5 C 0.074 -0.664 -0.143
6 H 0.086 -1.203 -1.038
7 H 0.215 -1.224 0.791
8 H -0.776 0.003 -0.070
9 H 0.280 2.329 -0.202

=====

[3]
Computed, not measured: one molecule with the formula C3H4ClN, with ωB97M-V/def2-TZVPD.

Values from the calculation:
* Kohn-Sham gap: 9.961 eV
* multiplicity: 1
* F_max: 4.69 eV/A
* relative energy (zero: lowest compared OMol25 entry of this formula, charge and spin): 2.976 eV
* SMILES string: C#CCNCl

Cartesian coordinates (Å):
1 Cl -1.503 -2.256 1.055
2 N -0.070 -1.328 0.516
3 C 0.487 0.791 -0.467
4 C 1.231 1.406 -1.176
5 C -0.269 0.142 0.540
6 H 1.699 2.082 -1.861
7 H -1.387 0.251 0.304
8 H -0.345 0.610 1.521
9 H 0.158 -1.697 -0.433

=====

[4]
Computed, not measured: one molecule with the formula C3H4ClN3, with ωB97M-V/def2-TZVPD.

Values from the calculation:
* Kohn-Sham gap (alpha / beta): 7.467 / 7.465 eV
* multiplicity: 1
* F_max: 4.19 eV/A
* relative energy (zero: lowest compared OMol25 entry of this formula, charge and spin): 4.703 eV

Cartesian coordinates (Å):
1 Cl 2.791 1.025 0.271
2 N -2.489 1.111 -0.733
3 N -2.310 1.013 0.536
4 N -0.240 -0.193 0.376
5 C 0.737 -0.718 -0.070
6 C 2.115 -0.564 -0.341
7 C -1.312 0.223 1.058
8 H 2.376 -0.661 -1.451
9 H -3.233 1.941 -0.759
10 H 2.412 -1.396 0.144
11 H -1.226 0.254 2.062

=====

multiplicity of number 4 (C3H4ClN3)?
1

=====

Please write out number 1 again, unchanged.
Computed, not measured: a 2-piece molecular cluster, C3H4ClI overall, with ωB97M-V/def2-TZVPD.

Values from the calculation:
* Kohn-Sham gap (alpha / beta): 8.200 / 8.129 eV
* multiplicity: 1
* F_max: 6.12 eV/A
* relative energy (zero: lowest compared OMol25 entry of this formula, charge and spin): 3.437 eV

Cartesian coordinates (Å):
1 I 2.327 -1.207 -0.558
2 Cl 2.067 2.377 0.046
3 C 0.738 0.077 -0.181
4 C -1.373 -1.109 0.021
5 C 0.694 1.326 0.187
6 H -1.557 -0.764 -1.073
7 H -0.243 1.886 0.597
8 H -1.113 -2.103 0.069
9 H -1.539 -0.484 0.892

=====

What did the third record say?
Computed, not measured: one molecule with the formula C3H4ClN, with ωB97M-V/def2-TZVPD.

Values from the calculation:
* Kohn-Sham gap: 9.961 eV
* multiplicity: 1
* F_max: 4.69 eV/A
* relative energy (zero: lowest compared OMol25 entry of this formula, charge and spin): 2.976 eV
* SMILES string: C#CCNCl

Cartesian coordinates (Å):
1 Cl -1.503 -2.256 1.055
2 N -0.070 -1.328 0.516
3 C 0.487 0.791 -0.467
4 C 1.231 1.406 -1.176
5 C -0.269 0.142 0.540
6 H 1.699 2.082 -1.861
7 H -1.387 0.251 0.304
8 H -0.345 0.610 1.521
9 H 0.158 -1.697 -0.433